# 1
Entry from OMol25: C3H8N4 in the gas phase (the ωB97M-V functional and the def2-TZVPD basis).

CARTESIAN COORDINATES (ANGSTROEM)
C 0.788272 -1.461011 2.163504
C -0.494621 0.886198 -1.059201
N -0.839445 -0.313071 -1.685265
N -0.316523 1.941785 -1.938842
C 0.578265 -0.371608 1.166541
N -0.739617 1.158142 0.188859
N -0.561852 0.227903 1.118180
H -0.825511 -1.116478 -1.074771
H -0.343179 -0.495570 -2.544927
H -0.871934 1.895389 -2.781879
H -0.382323 2.844493 -1.492107
H 1.483237 0.028816 0.698160
H -0.120897 -1.620220 2.739208
H 1.601722 -1.210255 2.844315
H 1.044405 -2.394513 1.658225

Cartesian forces, eV/Å:
C -0.090 -0.071 0.014
C -2.137 0.653 0.309
N 0.871 -0.067 0.102
N 0.067 -0.144 -0.147
C -0.588 0.682 1.131
N 1.519 1.439 -1.360
N 0.432 -2.219 0.254
H -0.056 0.053 0.065
H 0.076 -0.015 0.022
H -0.004 -0.064 0.030
H 0.094 -0.111 0.125
H -0.342 -0.039 -0.602
H -0.023 0.003 -0.010
H 0.088 -0.060 0.025
H 0.090 -0.042 0.042

As for the HOMO energy: -8.04 eV. Its orbital gap is 9.0 eV. As for the SMILES: C/C=N/N=C(N)N. For the total energy, the calculation gives -9199.8853 eV.

# 2
Entry from OMol25: C3H8N4O in the gas phase (the ωB97M-V functional and the def2-TZVPD basis).

CARTESIAN COORDINATES (ANGSTROEM)
C 0.690973 0.405776 -0.718288
C -0.484022 -0.890121 1.269034
C 0.781743 -0.391152 0.567258
N -1.574916 -0.971151 0.485076
N -0.247887 -0.068611 -1.720422
N 0.022213 1.747124 -0.512460
N 1.929806 -0.601683 1.050318
O -0.442616 -1.172419 2.454422
H 1.709840 0.603373 -1.073832
H -1.454466 -0.789018 -0.522674
H -2.420563 -1.349201 0.883746
H 0.210618 -0.696330 -2.371209
H -0.566634 1.149003 -1.769921
H -0.699613 1.707457 0.204964
H 0.680021 2.436403 -0.157437
H 1.865504 -1.119450 1.931427

Cartesian forces, eV/Å:
C -0.688 0.863 0.425
C 0.010 -0.088 0.298
C 0.320 -0.011 -0.128
N -0.074 0.020 -0.023
N -0.421 2.036 0.409
N 0.976 0.290 1.351
N -0.022 -0.015 0.008
O 0.005 -0.008 -0.209
H -0.161 -0.115 0.085
H -0.039 -0.066 0.229
H 0.087 0.044 -0.007
H -0.335 0.542 -0.596
H 0.577 -3.347 -1.509
H -0.075 -0.316 -0.067
H 0.031 0.126 -0.245
H -0.190 0.045 -0.020

As for the HOMO energy: -9.48 eV. Its orbital gap is 10.2 eV. As for the SMILES: [H]/N=C(\C(N)=O)C(N)N. For the total energy, the calculation gives -11247.3836 eV.

Number 1: LUMO 1.0 eV. Number 2: LUMO 0.8 eV.